Below is a structure of composition C25H48AlCl3N4O3SSi in a non-equilibrium geometry, with properties calculated with wB97M-V/def2-TZVPD.

For the HOMO-LUMO gap, the calculation gives 5.43 eV. The relative energy (zero: lowest compared OMol25 entry of this formula, charge and spin) is 135.0 kcal per mole. The value obtained for the total energy is -3736.9159 a.u.

The geometry in XYZ format:
```
86
Properties=species:S:1:pos:R:3:lowdin_charge:R:1
C -1.684 -2.082 -4.467 -0.058
C -1.091 -2.871 -3.351 -0.259
H -2.002 -2.727 -5.294 0.073
H -0.960 -1.337 -4.825 0.074
H -2.530 -1.508 -4.070 0.081
C -0.559 -4.110 -3.482 -0.136
C -0.028 -4.648 -4.770 -0.133
H -0.432 -4.762 -2.606 0.096
H 0.517 -3.897 -5.358 0.072
H -0.818 -5.052 -5.408 0.062
H 0.676 -5.460 -4.550 0.060
Al -0.703 0.931 0.229 -0.469
Cl -1.520 -0.233 1.897 0.321
Cl 1.008 2.100 -2.406 0.547
H 1.588 4.058 2.861 0.101
H -0.947 5.667 2.933 0.107
C 1.550 4.542 1.868 0.019
C -0.610 5.814 1.893 -0.014
N 0.153 4.659 1.397 -0.133
H 2.162 3.987 1.144 0.109
C -0.527 3.686 0.838 -0.190
O 0.029 2.572 0.509 -0.050
H -1.489 5.927 1.247 0.100
H -1.601 3.845 0.681 0.166
H 1.936 5.569 1.967 0.096
H 0.021 6.710 1.848 0.097
H 1.725 -0.576 -3.005 0.056
H 3.047 -3.226 -1.603 0.101
C 2.696 -0.434 -2.523 -0.089
C 3.568 -2.325 -1.240 -0.022
N 2.671 -1.146 -1.259 -0.131
H 2.907 0.621 -2.370 0.029
C 1.951 -0.715 -0.216 -0.215
O 1.020 0.168 -0.255 -0.089
H 3.981 -2.523 -0.247 0.096
H 2.216 -1.205 0.730 0.110
H 3.471 -0.879 -3.149 0.085
H 4.397 -2.134 -1.936 0.087
O -0.053 -1.119 -2.532 -0.249
C -0.917 -2.056 -2.090 -0.485
C 0.388 -3.326 -0.189 -0.055
C -0.811 -2.877 -0.730 -0.144
H 1.320 -2.902 -0.555 0.062
C 0.403 -4.316 0.803 -0.090
H -1.899 -1.558 -1.942 0.067
C -1.996 -3.257 -0.089 -0.052
H 1.360 -4.698 1.165 0.099
C -0.791 -4.810 1.331 -0.122
C -2.000 -4.248 0.898 -0.097
H -2.935 -2.795 -0.394 0.114
H -0.781 -5.602 2.085 0.098
H -2.941 -4.585 1.334 0.098
Si 0.331 3.507 -3.719 0.118
Cl -2.623 0.813 -0.714 0.295
C 1.599 4.480 -4.700 -0.197
C -0.578 4.653 -2.520 -0.227
C -0.844 2.651 -4.842 -0.202
H 2.472 3.874 -5.005 0.036
H 1.992 5.382 -4.200 0.033
H 1.089 4.806 -5.606 0.024
H -0.419 1.716 -5.235 0.043
H -1.047 3.350 -5.672 0.037
H -1.778 2.423 -4.301 0.048
H -1.341 4.088 -1.978 0.014
H -1.083 5.479 -3.053 0.037
H 0.072 5.122 -1.761 0.022
C 0.081 1.799 4.280 -0.127
N -0.403 0.603 4.963 -0.209
C -1.659 0.821 5.690 -0.056
C -0.173 -0.614 4.381 -0.814
S 0.764 -0.801 2.999 0.630
N -0.771 -1.686 5.036 -0.238
C -0.299 -1.864 6.411 -0.070
C -0.886 -2.933 4.281 -0.109
H 0.112 2.616 5.005 0.083
H -0.577 2.073 3.448 0.058
H 1.081 1.597 3.889 0.048
H -1.942 -0.082 6.237 0.072
H -1.498 1.648 6.398 0.090
H -2.480 1.103 5.007 0.096
H -0.966 -2.582 6.902 0.091
H 0.731 -2.258 6.441 0.098
H -0.332 -0.906 6.936 0.073
H -1.498 -2.761 3.391 0.059
H 0.096 -3.296 3.949 0.061
H -1.362 -3.678 4.921 0.087
```